ORCA calculation (the ωB97M-V functional and the def2-TZVPD basis) on a molecular structure, C3H4HgLiO3 at a distorted geometry.

Strongest force on any atom (eV/Å): 4.26
DFT total energy (eV): -13688.95902
⟨S²⟩: 2.024
Multiplicity: 3
HOMO level (spin up / spin down) (eV): -11.9 / -14.8
LUMO level (spin up / spin down) (Ha): -0.157 / -0.234
Total charge: +1
Relative energy (zero: lowest compared OMol25 entry of this formula, charge and spin) (kJ/mol): 91.25

Last column: Löwdin charge in e.
CARTESIAN COORDINATES (ANGSTROEM)
O -0.9428 0.1615 -1.1601  -0.66
C -0.6215 0.8178 0.0159  -0.46
C -0.1099 -0.0697 1.1108  0.06
O 2.0666 -0.3769 1.0939  0.16
C 2.3030 -0.9839 0.0825  -0.33
O 1.7999 -1.5110 -0.8487  0.08
Hg -2.6645 0.8861 -2.0430  1.00
Li 0.0497 -1.1776 -1.7735  0.73
H -1.4517 1.3952 0.4915  0.11
H 0.1261 1.6198 -0.1740  0.13
H -0.4461 -1.1128 1.0844  0.09
H -0.1088 0.3516 2.1204  0.10

Cartesian forces, eV/Å:
O 0.479 -0.911 -0.193
C 1.061 1.404 1.779
C -1.392 -0.209 0.211
O 2.166 -1.132 -1.947
C -2.989 1.487 2.645
O 0.950 -0.350 -0.914
Hg -1.202 0.485 -0.685
Li 0.444 -0.234 0.055
H 0.010 -0.427 -0.454
H -0.187 -0.298 -0.029
H 0.303 0.229 -0.032
H 0.357 -0.043 -0.439

---

ORCA calculation (the ωB97M-V functional and the def2-TZVPD basis) on a molecular structure, C33H41Cl4GeIN5O6PTi.

Strongest force on any atom (eV/Å): 0.44
DFT total energy (eV): -201736.59045
⟨S²⟩: 0.753
Multiplicity: 2
HOMO level (spin up / spin down) (eV): -9.9 / -9.9
LUMO level (spin up / spin down) (Ha): -0.150 / -0.154
Total charge: +1
Relative energy (zero: lowest compared OMol25 entry of this formula, charge and spin) (kJ/mol): 45.07

Last column: Löwdin charge in e.
CARTESIAN COORDINATES (ANGSTROEM)
Ti 0.1784 -0.2393 -0.0464  0.87
O -0.6972 -0.9985 4.0862  0.15
C -0.4487 -0.5281 2.8920  -0.48
O -0.3247 -1.2298 1.8894  -0.01
C -0.3439 0.9449 2.7674  -0.17
C -0.4604 1.9096 3.7474  0.05
C -0.3652 3.2431 3.3433  0.01
C -0.1966 3.5599 2.0034  0.07
C -0.0935 2.5169 1.0920  -0.13
N -0.1436 1.2599 1.4912  0.09
C -0.0279 2.6212 -0.4205  -0.55
O -0.1251 3.6565 -1.0024  0.17
O 0.0533 1.4052 -0.9559  -0.26
H -0.6768 -1.9701 4.0736  0.16
H -0.6226 1.6378 4.7807  0.14
H -0.4430 4.0313 4.0797  0.13
H -0.1498 4.5806 1.6495  0.14
Cl 4.5698 -0.6426 -2.5032  0.04
Ge 2.5624 0.5206 -2.4452  0.00
Cl 3.2093 2.0655 -0.8366  0.04
Cl 2.8841 1.7610 -4.2391  -0.02
C -0.8277 -3.7382 -1.1805  -0.23
P 0.3087 -2.3681 -1.6097  0.87
C -0.2192 -1.9893 -3.3066  -0.25
C 1.9161 -3.1843 -1.7191  -0.39
C 2.5389 -3.5492 -0.5250  -0.12
C 3.7635 -4.1947 -0.5454  -0.08
C 4.3812 -4.4680 -1.7599  -0.07
C 3.7711 -4.0991 -2.9476  -0.08
C 2.5400 -3.4594 -2.9305  -0.10
H -0.6334 -4.0906 -0.1670  0.05
H -0.6842 -4.5645 -1.8771  0.04
H -1.8644 -3.4029 -1.2554  0.03
H -0.2255 -2.8936 -3.9174  0.04
H 0.4308 -1.2368 -3.7493  0.02
H -1.2377 -1.5990 -3.2684  0.03
H 2.0668 -3.3238 0.4269  0.10
H 4.2400 -4.4793 0.3840  0.11
H 5.3434 -4.9622 -1.7777  0.11
H 4.2597 -4.2936 -3.8925  0.12
H 2.0887 -3.1573 -3.8661  0.10
C -6.0860 -0.9182 1.9760  -0.04
C -6.7217 -0.4824 0.6510  -0.51
C -8.2224 -0.2759 0.9119  -0.04
C -6.1250 0.8660 0.2325  -0.03
C -6.5204 -1.5881 -0.4398  -0.42
O -7.2669 -2.7571 -0.0790  0.00
C -6.9279 -1.0917 -1.8413  -0.11
C -7.2186 -2.1625 -2.9086  -0.12
C -6.0204 -2.9536 -3.3733  -0.24
C -5.9148 -4.3191 -3.1215  -0.04
C -4.7773 -5.0314 -3.4775  -0.09
C -3.7377 -4.3666 -4.1078  -0.67
Cl -2.2956 -5.2395 -4.5406  0.68
C -3.8354 -3.0187 -4.4126  -0.11
C -4.9762 -2.3235 -4.0443  -0.04
C -5.1107 -2.2030 -0.4172  -0.03
N -3.9693 -1.3092 -0.5805  -0.06
C -2.8632 -1.3133 0.1506  -0.13
N -1.9719 -0.4890 -0.3851  -0.01
C -2.6278 0.0253 -1.4679  -0.16
N -3.8319 -0.4584 -1.6186  0.16
H -6.3911 -0.2346 2.7696  0.09
H -4.9932 -0.8915 1.9363  0.07
H -6.4065 -1.9225 2.2571  0.09
H -8.3529 0.5519 1.6096  0.09
H -8.6786 -1.1535 1.3712  0.09
H -8.7783 -0.0195 0.0089  0.09
H -6.3080 1.5938 1.0251  0.09
H -6.5829 1.2534 -0.6776  0.09
H -5.0462 0.8211 0.0730  0.06
H -8.2059 -2.5741 -0.1897  0.10
H -6.1661 -0.4058 -2.2117  0.10
H -7.8395 -0.5001 -1.7323  0.11
H -7.6489 -1.6407 -3.7667  0.13
H -7.9861 -2.8505 -2.5529  0.11
H -6.7236 -4.8306 -2.6137  0.12
H -4.6972 -6.0900 -3.2720  0.11
H -3.0327 -2.5260 -4.9451  0.10
H -5.0462 -1.2671 -4.2737  0.12
H -5.0486 -2.9568 -1.1947  0.12
H -4.9716 -2.7007 0.5405  0.13
H -2.7186 -1.9383 1.0157  0.15
H -2.1902 0.7555 -2.1297  0.14
N 4.3266 -0.9015 0.5661  0.22
C 3.2028 -0.4685 1.0769  -0.68
O 2.1233 -0.5552 0.4469  -0.24
C 3.2393 0.1290 2.4530  -0.51
I 2.8408 -1.3954 3.8965  0.94
H 4.3690 -1.1778 -0.4243  -0.01
H 5.1968 -0.7524 1.0500  0.14
H 2.4741 0.8909 2.5501  0.05
H 4.2108 0.5459 2.6973  0.06

Cartesian forces, eV/Å:
Ti 0.112 0.276 -0.209
O -0.081 0.004 -0.003
C 0.040 -0.033 0.012
O 0.003 -0.081 0.033
C 0.007 0.011 -0.005
C 0.014 -0.015 0.004
C 0.002 0.006 -0.007
C 0.014 0.001 0.004
C -0.005 0.004 -0.005
N -0.020 -0.061 -0.029
C 0.006 -0.059 0.044
O -0.004 0.023 -0.003
O -0.138 0.228 -0.049
H -0.008 0.022 -0.013
H 0.003 -0.005 -0.002
H 0.000 0.001 0.000
H -0.003 -0.001 -0.001
Cl -0.027 0.043 -0.087
Ge 0.091 -0.078 0.098
Cl 0.032 0.036 -0.011
Cl -0.041 -0.019 0.020
C 0.009 -0.014 -0.006
P -0.058 -0.054 0.016
C -0.002 -0.044 -0.017
C 0.007 0.020 0.015
C -0.013 -0.023 -0.006
C 0.003 -0.003 -0.006
C 0.001 -0.005 -0.005
C -0.009 -0.012 -0.005
C 0.006 -0.001 0.013
H -0.005 0.001 0.000
H -0.009 -0.007 0.001
H 0.013 0.002 -0.005
H -0.004 0.001 0.008
H 0.000 0.005 -0.011
H 0.002 0.006 -0.001
H 0.000 -0.003 -0.006
H -0.001 -0.004 0.000
H 0.001 -0.001 0.000
H 0.000 0.001 0.000
H -0.006 -0.007 -0.006
C -0.007 0.011 0.025
C -0.031 0.000 0.021
C 0.033 0.000 -0.013
C 0.045 0.056 0.023
C -0.014 0.000 -0.016
O 0.022 0.070 -0.040
C -0.065 -0.011 -0.017
C 0.025 -0.004 0.046
C -0.019 -0.039 -0.002
C 0.033 0.034 0.029
C 0.015 0.031 -0.015
C -0.036 -0.043 0.023
Cl 0.009 0.013 0.010
C 0.016 0.021 -0.021
C 0.020 0.026 0.023
C 0.016 -0.060 -0.005
N -0.038 0.040 0.001
C 0.053 -0.077 -0.090
N -0.035 0.047 0.055
C 0.049 -0.009 -0.027
N 0.038 -0.081 -0.052
H 0.001 0.002 0.003
H -0.027 0.005 0.011
H 0.002 0.001 0.001
H 0.001 0.003 0.005
H 0.000 -0.016 -0.004
H 0.003 -0.006 0.013
H -0.005 0.006 0.006
H 0.008 0.008 0.014
H -0.113 0.036 0.035
H -0.010 0.009 0.003
H -0.007 -0.032 0.013
H 0.008 0.008 -0.011
H 0.001 0.003 -0.003
H 0.007 -0.010 0.007
H 0.001 -0.002 0.001
H 0.001 0.001 0.002
H -0.002 0.000 0.005
H 0.000 0.007 -0.002
H 0.007 -0.057 -0.052
H -0.012 -0.005 -0.013
H -0.004 0.005 0.008
H 0.001 0.000 0.005
N 0.010 -0.094 0.049
C 0.051 0.143 -0.061
O -0.077 -0.369 0.227
C 0.048 0.032 -0.021
I 0.074 0.014 -0.001
H -0.020 0.097 0.052
H 0.002 0.018 -0.008
H -0.007 0.010 -0.017
H 0.000 -0.003 0.007